C3H9NO3 | ωB97M-V/def2-TZVPD

ORCA input file:
```
! RIJCOSX wB97M-V def2-TZVPD def2/J DEFGRID3
* xyz 0 1
O 0.443 1.832 -1.999
C 0.736 0.861 -1.356
C -0.238 0.033 -0.537
N 0.492 -0.777 0.435
C -0.064 -2.082 0.662
O -1.458 -1.985 0.990
H 1.741 0.414 -1.364
H -0.680 -0.620 -1.303
H -0.990 0.666 -0.067
H 0.526 -0.314 1.335
H 0.032 -2.669 -0.247
H 0.499 -2.526 1.486
H -1.852 -2.857 0.880
O 0.180 3.050 0.645
H 0.462 3.967 0.768
H 0.171 3.008 -0.326
*
```

Values from the calculation:
Frontier orbital gap (eV): 10.48
LUMO (eV): 0.814
SMILES: O=CCNCO.O
Relative energy (zero: lowest compared OMol25 entry of this formula, charge and spin) (kcal per mole): 42.6

---

C6H16N2 | ωB97M-V/def2-TZVPD

ORCA input file:
```
! RIJCOSX wB97M-V def2-TZVPD def2/J DEFGRID3
* xyz 0 1
N 1.629 -0.456 -0.613
C 0.329 0.009 -0.071
C -0.885 -0.007 -1.052
N -1.974 0.169 -0.121
C 3.907 0.638 0.167
C 3.940 -0.365 1.312
C -3.326 -0.148 -0.510
C -4.111 0.215 0.687
H 4.789 -0.497 1.930
H 1.658 -0.131 -1.574
H 0.095 -0.660 0.814
H 0.335 1.026 0.323
H -0.828 0.779 -1.775
H -0.846 -0.918 -1.552
H 4.685 0.337 -0.524
H 2.728 0.068 -0.199
H 4.058 1.670 0.527
H 3.091 -0.076 1.989
H 3.798 -1.373 0.989
H -3.701 0.307 -1.414
H -3.541 -1.313 -0.687
H -5.260 0.502 0.531
H -4.197 -0.683 1.277
H -3.572 0.922 1.285
*
```

Values from the calculation:
Frontier orbital gap (eV): 3.95
LUMO (eV): -2.853
Relative energy (zero: lowest compared OMol25 entry of this formula, charge and spin) (kcal per mole): 196.3